Version P
C2H5NO | ωB97M-V/def2-TZVPD

Cartesian coordinates (Å):
C: -0.4063 1.3614 -2.1314
N: -0.7277 0.4498 -1.3228
H: -1.0646 2.0992 -2.5922
H: 0.6336 1.4228 -2.4567
H: -1.7219 0.5227 -1.1456
C: 0.3917 -0.4759 1.9404
O: 0.8166 -1.5072 1.4940
H: 0.1254 0.3936 1.3268
H: 0.2210 -0.4359 3.0302

The calculation puts the HOMO-LUMO gap at 0.400 Ha.

Löwdin population analysis, charges in e, atoms 1 to 4: -0.143, 0.026, 0.062, 0.057

Version Q
C2H5NO | ωB97M-V/def2-TZVPD

Cartesian coordinates (Å):
C: -1.2494 0.3749 -0.6700
N: -1.0054 -0.6336 0.1175
H: -0.5728 0.6728 -1.3722
H: -2.3372 0.6963 -0.7227
H: -1.3724 -0.5760 1.0281
C: 1.6439 -0.1588 0.4435
O: 2.1905 0.2987 1.4142
H: 1.3279 -1.1963 0.2095
H: 1.3748 0.5220 -0.4478

The calculation puts the HOMO-LUMO gap at 0.361 Ha.

Löwdin population analysis, charges in e, atoms 1 to 4: -0.072, 0.018, 0.012, 0.089

Most stable: version P

Version P
C2H6O3 | ωB97M-V/def2-TZVPD

Cartesian coordinates (Å):
O: -1.7283 -0.5282 -0.8029
C: -2.3882 0.4147 -1.1152
O: -2.0272 1.2857 -2.0939
H: -3.4718 0.7285 -0.7879
H: -1.0960 1.2318 -2.3394
C: 2.3562 -0.6755 1.2190
O: 3.0435 -0.5642 2.4922
H: 2.3351 0.4502 0.8949
H: 3.0501 -1.3603 0.4993
H: 1.5163 -1.1647 1.6270
H: 3.5545 0.1319 2.7198

The calculation puts the HOMO-LUMO gap at 0.398 Ha.

Löwdin population analysis, charges in e, atoms 1 to 4: 0.068, -0.391, 0.044, 0.168

Version Q
C2H6O3 | ωB97M-V/def2-TZVPD

Cartesian coordinates (Å):
C: -0.7508 0.8336 0.5922
C: 0.1294 -0.3010 -0.0713
O: -0.5718 -1.2662 -0.6539
O: 1.1340 -0.8800 0.6367
O: 0.7850 0.5178 -1.3086
H: -1.7729 0.9915 0.2029
H: -0.8419 0.5423 1.6775
H: -0.1396 1.7314 0.4329
H: -0.1284 -2.1058 -0.5737
H: 1.6753 -0.2903 1.2165
H: 0.4816 0.2267 -2.1511

The calculation puts the HOMO-LUMO gap at 0.398 Ha.

Löwdin population analysis, charges in e, atoms 1 to 4: 0.016, -0.644, 0.079, 0.068

Most stable: version Q